{"formula": "C38H30CoIN2O3PSTe", "method": "the ωB97M-V functional and the def2-TZVPD basis", "species": ["Co", "C", "C", "C", "C", "C", "C", "P", "C", "C", "C", "C", "C", "C", "C", "C", "C", "C", "C", "C", "H", "H", "H", "H", "H", "H", "H", "H", "H", "H", "H", "H", "H", "H", "O", "C", "N", "S", "O", "O", "C", "C", "C", "C", "C", "C", "H", "H", "H", "H", "C", "Te", "C", "C", "C", "C", "C", "C", "C", "H", "H", "H", "H", "H", "H", "H", "H", "I", "C", "C", "C", "C", "N", "C", "H", "H", "H", "H"], "coordinates": [[0.0246, -0.9503, -0.0327], [1.1109, 0.4297, -4.1136], [2.1890, 1.0061, -3.4531], [2.0059, 1.5880, -2.2122], [0.7413, 1.5725, -1.6227], [-0.3442, 1.0020, -2.2882], [-0.1532, 0.4359, -3.5419], [0.5174, 2.3059, -0.0182], [0.7650, 4.0662, -0.1139], [0.4841, 4.7381, -1.3007], [0.5998, 6.1191, -1.3501], [0.9948, 6.8216, -0.2217], [1.2731, 6.1521, 0.9642], [1.1565, 4.7744, 1.0243], [-0.9208, 1.8406, 0.8361], [-1.7737, 2.7842, 1.4348], [-2.8071, 2.3200, 2.2132], [-2.9505, 0.9363, 2.3849], [-2.1047, 0.0387, 1.7607], [-1.0356, 0.4389, 0.9256], [1.2578, -0.0198, -5.0869], [3.1701, 1.0040, -3.9080], [2.8466, 2.0473, -1.7029], [-1.3212, 1.0164, -1.8254], [-0.9899, -0.0037, -4.0684], [0.1819, 4.1869, -2.1827], [0.3846, 6.6439, -2.2707], [1.0861, 7.8988, -0.2637], [1.5761, 6.7061, 1.8422], [1.3614, 4.2524, 1.9506], [-1.6160, 3.8474, 1.2967], [-3.4874, 3.0076, 2.6963], [-3.7514, 0.5635, 3.0137], [-2.2898, -1.0199, 1.9200], [1.8302, 1.8813, 0.8722], [2.5080, 0.7292, 0.8495], [2.0161, -0.4019, 0.5093], [3.2940, -1.5538, 0.5084], [3.5548, -1.9076, -0.8499], [3.0164, -2.5471, 1.4932], [4.5200, -0.4276, 1.0944], [5.8514, -0.6467, 1.3699], [6.5880, 0.4502, 1.8067], [6.0023, 1.7047, 1.9501], [4.6578, 1.9061, 1.6621], [3.9273, 0.8118, 1.2333], [6.3022, -1.6222, 1.2523], [7.6367, 0.3249, 2.0397], [6.6046, 2.5351, 2.2919], [4.1956, 2.8778, 1.7706], [-4.0152, -0.9644, -0.7648], [-2.2277, -1.9872, -1.3078], [-2.7565, -3.3932, 0.2107], [-4.2016, -3.1072, 0.5411], [-4.9364, -3.9990, 1.3182], [-6.2529, -3.7250, 1.6468], [-6.8479, -2.5525, 1.1986], [-6.1241, -1.6641, 0.4222], [-4.7994, -1.9327, 0.0868], [-4.5581, -0.6906, -1.6677], [-3.7566, -0.0589, -0.2189], [-2.1170, -3.2349, 1.0794], [-2.5989, -4.4069, -0.1523], [-4.4713, -4.9147, 1.6631], [-6.8179, -4.4266, 2.2458], [-7.8790, -2.3377, 1.4462], [-6.5914, -0.7551, 0.0625], [0.5273, -6.4588, 1.5674], [0.7739, -5.0952, 0.0222], [1.1151, -5.4994, -1.2586], [1.2525, -4.5315, -2.2397], [1.0356, -3.2071, -1.9125], [0.7017, -2.8138, -0.6801], [0.5878, -3.7471, 0.2731], [1.2705, -6.5452, -1.4864], [1.5234, -4.7998, -3.2509], [1.1321, -2.4211, -2.6512], [0.3449, -3.3955, 1.2677]], "atomic_forces_ev_per_a": [[0.1, -0.3, -0.1], [0.0, 0.0, 0.0], [0.1, 0.0, 0.0], [0.0, 0.0, 0.0], [-0.1, 0.0, 0.0], [0.1, 0.0, 0.0], [0.0, 0.1, 0.0], [0.0, -0.1, -0.1], [0.0, 0.0, 0.1], [0.0, 0.0, 0.0], [0.0, 0.0, 0.0], [0.0, 0.0, 0.0], [0.0, 0.0, 0.0], [0.0, 0.0, 0.0], [0.1, 0.0, -0.2], [0.0, 0.0, 0.1], [0.0, -0.1, 0.0], [0.0, 0.1, 0.0], [0.1, -0.1, 0.0], [0.2, -0.2, -0.1], [0.0, 0.0, 0.0], [0.0, 0.0, 0.0], [0.0, 0.0, 0.0], [0.0, 0.0, 0.0], [0.0, 0.0, 0.0], [0.0, 0.0, 0.0], [0.0, 0.0, 0.0], [0.0, 0.0, 0.0], [0.0, 0.0, 0.0], [0.0, 0.0, 0.0], [0.0, 0.0, 0.0], [0.0, 0.0, 0.0], [0.0, 0.0, 0.0], [0.0, 0.0, 0.0], [0.1, 0.0, 0.0], [-0.1, 0.1, 0.1], [-0.5, -0.1, -0.1], [0.0, 0.0, 0.1], [0.0, 0.0, 0.0], [-0.1, 0.0, -0.1], [0.0, 0.0, 0.0], [0.0, 0.0, 0.0], [0.0, 0.0, 0.0], [0.0, 0.0, 0.0], [0.0, 0.0, 0.0], [-0.1, 0.0, 0.0], [0.0, 0.0, 0.0], [0.0, 0.0, 0.0], [0.0, 0.0, 0.0], [0.0, 0.0, 0.0], [0.0, 0.0, -0.1], [0.5, 0.2, 0.3], [-0.1, 0.0, 0.1], [0.0, 0.0, 0.0], [0.0, 0.0, 0.0], [0.0, 0.0, 0.0], [0.0, 0.0, 0.0], [0.0, 0.0, 0.0], [0.0, 0.0, 0.0], [0.0, 0.0, 0.0], [0.0, 0.0, 0.0], [0.0, 0.0, 0.0], [-0.1, 0.0, 0.0], [0.0, 0.0, 0.0], [0.0, 0.0, 0.0], [0.0, 0.0, 0.0], [0.0, 0.0, 0.0], [0.0, 0.0, 0.0], [0.0, 0.0, 0.0], [0.0, 0.0, 0.0], [0.0, 0.0, 0.0], [0.0, 0.2, -0.1], [-0.1, 0.2, 0.3], [0.0, 0.0, 0.0], [0.0, 0.0, 0.0], [0.0, 0.0, 0.0], [0.0, 0.0, 0.0], [0.0, 0.0, 0.0]], "lowdin_charge": [0.076, -0.057, -0.050, -0.063, -0.305, -0.103, -0.075, 1.056, -0.285, -0.056, -0.056, -0.054, -0.058, -0.071, -0.335, -0.073, -0.076, -0.063, -0.131, -0.198, 0.115, 0.116, 0.123, 0.092, 0.109, 0.113, 0.114, 0.114, 0.114, 0.116, 0.106, 0.107, 0.113, 0.088, -0.085, -0.365, 0.022, 0.701, -0.250, -0.244, -0.206, -0.006, -0.036, -0.038, 0.017, -0.133, 0.132, 0.118, 0.116, 0.122, -0.401, 1.453, -0.396, -0.287, -0.035, -0.073, -0.074, -0.037, -0.288, 0.059, 0.043, 0.049, 0.062, 0.118, 0.107, 0.107, 0.118, 0.930, -0.714, -0.106, -0.030, -0.153, -0.073, -0.246, 0.107, 0.117, 0.113, 0.101], "charge": 1, "homo_lumo_gap_ev": 6.0, "e_above_lowest_kcal_mol": 33.2}

{"formula": "C38H30IMgN5O5S", "method": "the ωB97M-V functional and the def2-TZVPD basis", "species": ["Mg", "C", "C", "N", "C", "C", "C", "O", "C", "C", "N", "C", "C", "C", "C", "C", "C", "I", "C", "O", "H", "H", "H", "H", "H", "H", "H", "H", "H", "H", "H", "H", "N", "C", "C", "C", "C", "C", "C", "N", "C", "C", "C", "S", "C", "N", "H", "H", "H", "H", "H", "H", "H", "O", "C", "C", "O", "O", "C", "C", "C", "C", "C", "C", "C", "C", "C", "C", "C", "C", "H", "H", "H", "H", "H", "H", "H", "H", "H", "H", "H"], "coordinates": [[-1.2301, -0.2774, -0.8478], [-0.1089, 4.0928, -0.8606], [-0.1711, 3.4474, 0.4928], [-0.0601, 4.2043, 1.5553], [-0.1482, 3.6467, 2.7780], [-0.4234, 2.3207, 2.9871], [-0.5212, 1.8036, 4.3992], [-1.8010, 1.2696, 4.7290], [-0.6008, 1.4763, 1.8601], [-0.9253, 0.0891, 2.0599], [-1.2771, -0.7432, 1.1371], [-1.2971, -2.1190, 1.4207], [-0.3734, -2.6886, 2.3061], [-0.3335, -4.0497, 2.5393], [-1.2111, -4.8956, 1.8788], [-2.1120, -4.3657, 0.9698], [-2.1385, -3.0005, 0.7420], [-3.4776, -2.3006, -0.7275], [-0.3878, 2.0283, 0.5656], [-0.3973, 1.3310, -0.5192], [0.4068, 5.0473, -0.7958], [-1.1242, 4.2707, -1.2306], [0.3939, 3.4349, -1.5693], [-0.0005, 4.3214, 3.6148], [-0.2517, 2.6124, 5.0843], [0.1916, 0.9922, 4.5575], [-2.4419, 1.9871, 4.6933], [-0.8846, -0.2694, 3.0876], [0.3715, -2.0473, 2.7569], [0.4053, -4.4518, 3.2199], [-1.1828, -5.9641, 2.0456], [-2.7868, -5.0117, 0.4259], [-3.8697, 2.5096, -2.4957], [-4.2931, 2.8828, -1.2361], [-5.0921, 3.9259, -0.7873], [-5.2953, 4.0043, 0.5765], [-4.7251, 3.0761, 1.4586], [-3.9407, 2.0332, 1.0096], [-3.7227, 1.9382, -0.3634], [-2.9822, 1.0329, -1.0945], [-3.0865, 1.4051, -2.3453], [-2.3671, 0.7212, -3.3978], [-2.4319, 0.8688, -4.7506], [-1.3082, -0.1884, -5.4943], [-0.8158, -0.7620, -3.9499], [-1.4501, -0.2045, -2.9695], [-4.0754, 2.9822, -3.3569], [-5.5295, 4.6413, -1.4716], [-5.9126, 4.7988, 0.9746], [-4.9048, 3.1885, 2.5198], [-3.5039, 1.3125, 1.6882], [-3.0726, 1.5104, -5.3338], [-0.0222, -1.4948, -3.8098], [1.9864, -0.4852, 0.4535], [2.4521, -1.3452, -0.5794], [1.2721, -1.7588, -1.5304], [1.5365, -2.2816, -2.6125], [0.0926, -1.5117, -1.1034], [3.0213, -2.5826, 0.0933], [3.3140, -2.5499, 1.4525], [3.8045, -3.6762, 2.0975], [4.0211, -4.8475, 1.3889], [3.7567, -4.8780, 0.0269], [3.2617, -3.7553, -0.6190], [3.4796, -0.5748, -1.4091], [3.0343, 0.5095, -2.1631], [3.9303, 1.2884, -2.8750], [5.2866, 0.9925, -2.8429], [5.7360, -0.0834, -2.0953], [4.8366, -0.8645, -1.3805], [1.3844, 0.1414, 0.0332], [3.1613, -1.6302, 2.0013], [4.0172, -3.6395, 3.1594], [4.3969, -5.7280, 1.8951], [3.9357, -5.7868, -0.5342], [3.0556, -3.7870, -1.6794], [1.9751, 0.7492, -2.1887], [3.5753, 2.1308, -3.4562], [5.9900, 1.6026, -3.3955], [6.7931, -0.3168, -2.0648], [5.1940, -1.7044, -0.7990]], "atomic_forces_ev_per_a": [[-1.2, -0.2, -0.5], [0.0, -0.1, 0.0], [0.0, 0.1, 0.0], [0.0, 0.0, -0.1], [-0.1, 0.0, 0.1], [-0.1, 0.0, 0.0], [0.1, 0.1, -0.1], [0.0, 0.0, 0.0], [0.1, 0.4, -0.4], [-0.1, -0.4, 0.0], [0.0, 0.2, 0.5], [0.1, -0.5, 0.4], [0.0, 0.2, -0.1], [0.0, -0.1, 0.0], [0.0, 0.0, 0.0], [0.0, 0.0, 0.0], [-0.2, 0.1, -0.1], [0.0, -0.3, 0.3], [-0.2, -0.1, 0.4], [1.0, 1.3, 0.3], [0.0, 0.0, 0.0], [0.0, 0.0, 0.0], [0.0, 0.1, 0.0], [0.0, 0.0, 0.0], [0.0, 0.0, 0.0], [0.0, 0.0, 0.0], [0.0, 0.0, 0.0], [0.1, 0.0, 0.0], [0.0, 0.0, 0.0], [0.0, 0.0, 0.0], [0.0, 0.0, 0.0], [0.0, 0.0, 0.0], [0.0, -0.1, -0.1], [0.1, -0.2, 0.3], [0.0, 0.0, 0.0], [0.0, 0.0, -0.1], [0.0, -0.1, 0.1], [0.0, 0.0, 0.0], [-0.2, 0.3, -0.1], [-0.2, 0.0, -0.4], [-0.3, 0.3, 0.3], [0.1, -0.1, -0.7], [0.0, -0.1, 0.1], [0.0, 0.0, 0.3], [0.1, 0.0, -0.4], [-0.3, 0.3, 0.0], [0.0, 0.0, 0.0], [0.0, 0.0, 0.0], [0.0, 0.0, 0.0], [0.0, 0.0, 0.0], [0.0, 0.0, 0.0], [0.0, 0.0, 0.0], [0.0, 0.0, 0.1], [-0.1, -0.1, 0.0], [-0.2, 0.1, -0.2], [-0.2, -0.2, 0.0], [0.0, 0.1, 0.2], [1.5, -1.0, -0.3], [-0.1, -0.1, 0.0], [0.0, 0.1, 0.0], [0.0, 0.0, 0.0], [0.0, 0.0, 0.0], [0.0, 0.0, 0.0], [0.0, 0.0, 0.0], [0.1, -0.1, 0.0], [0.1, 0.0, 0.0], [-0.1, 0.0, 0.0], [0.1, 0.0, 0.0], [0.0, 0.0, 0.0], [-0.1, 0.0, 0.0], [-0.1, 0.2, 0.1], [0.0, -0.1, 0.0], [0.0, 0.0, 0.0], [0.0, 0.0, 0.0], [0.0, 0.0, 0.0], [0.0, 0.0, 0.0], [0.0, 0.0, 0.0], [0.0, 0.0, 0.0], [0.0, 0.0, 0.0], [0.0, 0.0, 0.0], [0.0, 0.0, 0.0]], "lowdin_charge": [0.307, -0.016, -0.250, 0.118, -0.110, -0.157, -0.210, -0.058, -0.072, -0.036, 0.045, -0.310, -0.008, -0.063, -0.078, -0.152, -0.581, 1.088, -0.278, -0.118, 0.078, 0.077, 0.072, 0.107, 0.117, 0.125, 0.090, 0.126, 0.114, 0.108, 0.106, 0.090, 0.192, -0.177, -0.016, -0.083, -0.075, 0.008, -0.192, 0.105, -0.254, -0.299, -0.324, 1.079, -0.371, -0.007, 0.164, 0.111, 0.104, 0.102, 0.112, 0.076, 0.082, 0.013, -0.311, -0.530, 0.039, -0.078, -0.149, -0.028, -0.088, -0.100, -0.077, -0.018, -0.119, -0.018, -0.078, -0.098, -0.079, -0.009, 0.066, 0.114, 0.099, 0.097, 0.101, 0.114, 0.116, 0.100, 0.098, 0.101, 0.115], "homo_lumo_gap_ev": 7.4, "e_above_lowest_kcal_mol": 3.3}

| no. | E (eV) |
| --- | --- |
| 1 | -122153.4507 |
| 2 | -81967.4588 |